Entry 1:
Formula: C17H29N2O3PRu
Source: the Open Molecules 2025 dataset
Level of theory: ωB97M-V/def2-TZVPD

HOMO-LUMO gap (alpha / beta), eV: 8.00 / 5.00
⟨S²⟩: 6.0584
Multiplicity: 5
Charge: +4

Each line ends with the Löwdin charge.
CARTESIAN COORDINATES (ANGSTROEM)
Ru1 0.155 0.445 0.898  0.88
C1 -1.855 0.168 0.817  -0.11
O1 -3.019 0.060 0.802  0.23
C2 -0.167 2.294 1.377  -0.15
O2 -0.355 3.429 1.631  0.23
C3 2.135 0.828 1.175  -0.09
O3 3.248 1.098 1.404  0.22
C4 -1.332 1.430 -2.396  -0.45
P1 0.156 0.683 -1.551  1.10
H1 0.738 -1.308 -2.932  0.14
H2 -2.119 0.711 -2.137  0.13
C5 1.629 1.364 -2.476  -0.43
H3 1.380 1.333 -3.544  0.13
C6 -1.220 1.510 -3.924  -0.03
H4 -0.897 0.561 -4.368  0.10
H5 -0.509 2.285 -4.227  0.11
H6 -2.194 1.769 -4.357  0.14
C7 -1.741 2.775 -1.780  -0.04
H7 -1.022 3.565 -2.011  0.10
C8 0.785 -1.831 -0.826  -0.15
H8 -1.823 2.702 -0.694  0.05
H9 -2.714 3.079 -2.183  0.14
C9 -1.275 -1.703 -2.266  -0.06
H10 0.177 -1.636 0.098  0.02
H11 0.759 -2.925 -0.910  0.08
H12 1.818 -1.522 -0.667  0.07
C10 0.130 -1.137 -2.035  -0.47
H13 -1.216 -2.789 -2.404  0.12
H14 -1.749 -1.279 -3.156  0.09
H15 -1.925 -1.509 -1.406  0.07
C11 2.886 0.514 -2.246  -0.03
H16 3.138 0.465 -1.183  0.07
H17 3.735 0.973 -2.767  0.15
H18 2.774 -0.505 -2.629  0.10
C12 1.880 2.817 -2.048  -0.04
H19 2.018 2.876 -0.963  0.08
H20 1.049 3.474 -2.317  0.08
H21 2.786 3.199 -2.534  0.14
H22 -0.019 -5.159 -0.378  0.02
H23 -0.024 -5.293 0.354  0.03
N1 -0.740 -2.251 6.552  0.40
C13 -0.571 -1.661 5.275  -0.17
C14 0.253 -2.265 4.318  0.10
C15 0.420 -1.657 3.070  -0.03
N2 -0.214 -0.487 2.784  -0.08
C16 -1.019 0.118 3.706  -0.04
C17 -1.215 -0.460 4.962  0.10
H24 -0.256 -3.127 6.795  0.19
H25 -1.338 -1.803 7.262  0.19
H26 0.769 -3.191 4.539  0.16
H27 1.069 -2.111 2.334  0.13
H28 -1.505 1.054 3.473  0.13
H29 -1.853 0.031 5.687  0.16


Entry 2:
Formula: C2H7N3S
Source: the Open Molecules 2025 dataset
Level of theory: ωB97M-V/def2-TZVPD

ΔE to the lowest compared entry with this formula, charge and spin, kJ/mol: 196.2
SMILES: [H]/N=C(/CN)NS
HOMO-LUMO gap, eV: 10.10
Charge: 0

Each line ends with the Löwdin charge.
CARTESIAN COORDINATES (ANGSTROEM)
H1 0.929 2.555 -0.528  0.08
N1 1.406 1.736 -0.032  0.11
C1 0.625 0.781 0.138  -0.53
C2 1.104 -0.606 0.627  -0.29
N2 1.430 -1.525 -0.563  -0.09
N3 -0.764 0.878 -0.127  -0.41
S1 -1.797 -0.429 -0.061  0.76
H2 2.038 -0.481 1.276  0.12
H3 0.420 -1.226 1.239  0.07
H4 1.449 -2.507 -0.019  0.09
H5 2.655 -1.586 -0.781  0.16
H6 -1.138 1.596 -0.793  0.10
H7 -2.478 -0.159 1.044  -0.16


Entry 3:
Formula: C54H46CrF15GeNO2P2S
Source: the Open Molecules 2025 dataset
Level of theory: ωB97M-V/def2-TZVPD

ΔE to the lowest compared entry with this formula, charge and spin, kJ/mol: 105.7
HOMO-LUMO gap (alpha / beta), eV: 6.93 / 6.92
⟨S²⟩: 3.9504
Multiplicity: 4
Charge: +1

Each line ends with the Löwdin charge.
CARTESIAN COORDINATES (ANGSTROEM)
Cr1 0.626 1.348 0.264  0.38
O1 2.970 2.933 0.823  -0.02
N1 1.650 3.196 0.499  -0.07
C1 1.323 4.426 0.497  -0.05
C2 0.061 5.065 0.114  -0.18
C3 0.184 6.452 -0.024  -0.02
C4 -0.864 7.229 -0.484  -0.04
C5 -2.054 6.615 -0.829  -0.04
C6 -2.190 5.242 -0.682  -0.08
C7 -1.162 4.444 -0.190  -0.26
P1 -1.481 2.651 0.043  1.09
C8 -2.670 2.544 1.406  -0.35
C9 -2.790 1.297 2.017  -0.11
C10 -3.648 1.124 3.092  -0.06
C11 -4.407 2.190 3.552  -0.05
C12 -4.298 3.432 2.943  -0.06
C13 -3.427 3.615 1.879  -0.07
C14 -2.378 2.241 -1.479  -0.36
C15 -1.658 1.745 -2.563  -0.10
C16 -2.285 1.550 -3.784  -0.06
C17 -3.631 1.856 -3.929  -0.06
C18 -4.359 2.328 -2.846  -0.07
C19 -3.739 2.507 -1.619  -0.11
H1 3.397 3.771 1.066  0.12
H2 2.103 5.142 0.759  0.14
H3 1.126 6.925 0.220  0.12
H4 -0.743 8.299 -0.584  0.12
H5 -2.881 7.197 -1.212  0.12
H6 -3.126 4.785 -0.970  0.10
H7 -2.191 0.465 1.662  0.06
H8 -3.708 0.160 3.583  0.11
H9 -5.075 2.056 4.393  0.11
H10 -4.883 4.268 3.304  0.11
H11 -3.332 4.599 1.441  0.10
H12 -0.609 1.490 -2.464  0.09
H13 -1.722 1.155 -4.620  0.11
H14 -4.118 1.708 -4.883  0.11
H15 -5.415 2.537 -2.949  0.11
H16 -4.319 2.849 -0.769  0.11
C20 2.581 -3.484 1.018  -0.25
P2 2.752 -2.756 -0.653  0.87
C21 1.545 -3.762 -1.588  -0.26
C22 4.333 -3.483 -1.218  -0.25
H17 2.630 -4.576 0.997  0.05
H18 1.620 -3.178 1.437  0.02
H19 3.372 -3.117 1.674  0.03
H20 1.741 -4.829 -1.462  0.06
H21 1.592 -3.510 -2.648  0.05
H22 0.540 -3.538 -1.233  -0.01
H23 4.360 -4.564 -1.064  0.05
H24 5.168 -3.024 -0.686  0.03
H25 4.467 -3.277 -2.281  0.05
C23 0.190 2.806 3.524  -0.07
C24 0.323 1.291 3.406  -0.48
C25 0.944 0.719 4.684  -0.06
C26 1.159 0.865 2.214  -0.19
H26 -0.421 3.081 4.385  0.09
H27 -0.276 3.253 2.642  0.04
H28 1.176 3.265 3.655  0.09
H29 -0.674 0.856 3.314  0.10
H30 1.948 1.124 4.839  0.08
H31 1.021 -0.368 4.633  0.08
H32 0.341 0.974 5.558  0.08
H33 1.205 -0.224 2.135  0.04
H34 2.171 1.275 2.283  0.06
F1 -3.839 -0.615 -2.077  0.10
C27 -4.415 -0.745 -0.874  -0.22
C28 -3.734 -1.402 0.139  -0.12
C29 -4.424 -1.558 1.329  -0.23
F2 -3.867 -2.188 2.370  0.11
C30 -5.702 -1.063 1.520  -0.15
F3 -6.312 -1.205 2.694  0.14
C31 -6.334 -0.386 0.493  -0.12
F4 -7.550 0.110 0.671  0.15
C32 -5.689 -0.231 -0.721  -0.13
F5 -6.300 0.399 -1.724  0.13
Ge1 -1.941 -2.098 -0.267  0.75
S1 -0.217 -0.783 -0.241  0.41
C33 -2.178 -2.935 -2.024  -0.14
C34 -3.197 -3.867 -2.145  -0.23
F6 -3.893 -4.219 -1.051  0.10
C35 -3.546 -4.460 -3.341  -0.13
F7 -4.528 -5.352 -3.404  0.14
C36 -2.852 -4.106 -4.487  -0.12
F8 -3.164 -4.657 -5.651  0.15
C37 -1.833 -3.173 -4.411  -0.13
F9 -1.171 -2.822 -5.513  0.13
C38 -1.511 -2.603 -3.190  -0.23
F10 -0.526 -1.696 -3.204  0.06
C39 -1.407 -3.431 1.079  -0.14
C40 -1.087 -2.989 2.356  -0.26
F11 -1.249 -1.697 2.686  0.06
C41 -0.594 -3.823 3.340  -0.14
F12 -0.298 -3.350 4.549  0.13
C42 -0.394 -5.164 3.052  -0.13
F13 0.092 -5.977 3.979  0.15
C43 -0.693 -5.644 1.790  -0.14
F14 -0.488 -6.926 1.502  0.14
C44 -1.193 -4.777 0.832  -0.21
F15 -1.431 -5.296 -0.379  0.10
C45 8.452 -0.334 -2.441  -0.04
C46 7.080 -0.266 -1.834  -0.24
C47 5.951 -0.115 -2.629  0.00
C48 4.675 -0.042 -2.087  -0.20
C49 3.489 0.061 -3.004  -0.02
C50 4.540 -0.135 -0.693  -0.16
C51 3.232 -0.052 -0.053  -0.25
O2 2.306 0.651 -0.497  -0.19
C52 5.664 -0.315 0.133  -0.21
C53 5.546 -0.434 1.633  -0.02
C54 6.916 -0.366 -0.455  0.00
H35 8.408 -0.299 -3.528  0.08
H36 8.961 -1.254 -2.149  0.09
H37 9.067 0.500 -2.099  0.09
H38 6.065 -0.065 -3.706  0.12
H39 3.762 -0.270 -4.005  0.09
H40 3.133 1.091 -3.073  0.09
H41 2.651 -0.541 -2.647  0.06
H42 3.132 -0.449 0.959  0.10
H43 4.961 -1.308 1.928  0.07
H44 5.069 0.442 2.077  0.09
H45 6.532 -0.538 2.079  0.08
H46 7.790 -0.491 0.175  0.12


Entry 4:
Formula: C6H11N4
Source: the Open Molecules 2025 dataset
Level of theory: ωB97M-V/def2-TZVPD

ΔE to the lowest compared entry with this formula, charge and spin, kJ/mol: 520.8
HOMO-LUMO gap (alpha / beta), eV: 6.88 / 5.86
⟨S²⟩: 2.0075
Multiplicity: 3
Charge: +1

Each line ends with the Löwdin charge.
CARTESIAN COORDINATES (ANGSTROEM)
C1 -1.376 0.721 -1.057  -0.09
C2 0.899 0.853 -1.303  -0.11
C3 -0.198 1.693 0.704  -0.05
C4 0.943 -1.806 -0.304  -0.02
C5 -0.042 -0.750 1.766  -0.09
C6 -0.710 -0.330 -0.224  -0.37
N1 -0.244 1.546 -0.881  -0.11
N2 0.539 -0.576 -0.995  0.15
N3 -0.589 0.364 1.030  -0.01
N4 -0.226 -1.731 0.648  0.02
H1 -1.662 0.514 -2.105  0.15
H2 -2.194 1.251 -0.507  0.15
H3 0.877 1.019 -2.391  0.16
H4 1.817 1.204 -0.796  0.15
H5 0.850 2.017 0.844  0.13
H6 -0.941 2.525 0.892  0.15
H7 0.779 -2.735 -0.928  0.17
H8 2.054 -1.716 -0.068  0.17
H9 1.015 -0.583 2.172  0.15
H10 -0.650 -1.063 2.664  0.15
H11 -0.942 -2.416 0.840  0.17


Question: Which of these has the highest charge?
Answer: C17H29N2O3PRu